{"formula": "H20O10", "method": "ωB97M-V with the def2-TZVPD basis set", "elements": ["O", "H", "H", "O", "H", "H", "O", "H", "H", "O", "H", "H", "O", "H", "H", "O", "H", "H", "O", "H", "H", "O", "H", "H", "O", "H", "H", "O", "H", "H"], "xyz": [[3.466, 0.813, 2.157], [3.051, 0.228, 1.540], [4.242, 1.151, 1.704], [0.524, -0.692, 2.055], [1.394, -1.088, 1.763], [-0.112, -1.389, 2.336], [-2.620, -0.546, -0.164], [-2.146, -1.358, -0.026], [-3.427, -0.837, -0.561], [-0.059, 3.104, 1.108], [0.306, 3.753, 0.542], [0.240, 2.291, 0.695], [0.303, -0.001, -2.936], [0.378, 0.528, -2.147], [-0.663, 0.086, -3.052], [2.772, -1.577, 0.730], [2.470, -1.645, -0.154], [3.021, -2.425, 1.103], [0.239, -2.265, -1.476], [-0.586, -2.502, -1.940], [0.696, -1.710, -2.034], [0.097, 0.775, -0.083], [-0.613, 0.274, -0.387], [0.356, 0.297, 0.694], [-1.740, 1.116, 2.031], [-2.358, 1.022, 1.306], [-1.250, 0.301, 2.023], [-2.269, 0.889, -2.371], [-2.581, 0.402, -1.616], [-3.120, 1.007, -2.841]], "atomic_forces_ev_per_a": [[0.370, 0.659, 0.720], [-0.159, -0.540, -0.599], [0.014, 0.025, -0.034], [0.077, -1.033, 0.413], [-1.198, -0.030, 0.350], [1.189, 0.463, -0.304], [0.082, 0.274, 0.321], [0.664, -0.631, 0.190], [-1.148, -0.358, -0.162], [-0.245, 0.006, 0.855], [0.560, 1.324, -0.750], [-0.433, -0.328, 0.007], [-0.583, -0.150, -0.648], [0.660, 0.513, 0.751], [0.312, -0.080, -0.345], [0.431, 0.645, 1.666], [-0.521, -0.628, -1.330], [0.048, -0.214, -0.432], [-2.269, -2.874, 2.424], [0.857, 0.235, 0.152], [1.235, 2.419, -2.381], [2.002, 1.240, -1.070], [-2.050, -1.008, -0.941], [0.401, -0.531, 1.117], [-0.682, 0.221, 0.591], [-0.073, 0.106, -0.110], [0.343, -0.170, 0.114], [-1.294, 0.412, -1.355], [0.524, -0.271, 0.932], [0.885, 0.305, -0.142]], "nbo_charge": [-0.94, 0.47, 0.46, -0.99, 0.51, 0.48, -0.95, 0.49, 0.48, -0.95, 0.44, 0.48, -0.99, 0.49, 0.49, -0.96, 0.50, 0.50, -0.97, 0.47, 0.49, -0.97, 0.47, 0.49, -0.92, 0.47, 0.45, -0.96, 0.47, 0.47], "total_energy_ev": -20799.1017, "e_above_lowest_kj_mol": 338.8, "e_homo_ev": -9.645, "smiles": "O.O.O.O.O.O.O.O.O.O", "orbital_gap_ev": 9.155}

***

{"formula": "H20O10", "method": "ωB97M-V with the def2-TZVPD basis set", "elements": ["O", "H", "H", "O", "H", "H", "O", "H", "H", "O", "H", "H", "O", "H", "H", "O", "H", "H", "O", "H", "H", "O", "H", "H", "O", "H", "H", "O", "H", "H"], "xyz": [[-0.586, -0.487, 0.201], [-0.501, 0.429, -0.277], [-1.333, -0.778, -0.320], [-0.507, -3.179, -3.832], [-0.389, -2.704, -4.619], [-1.361, -2.982, -3.381], [1.436, 2.743, -4.478], [0.474, 2.823, -4.718], [1.474, 2.490, -3.553], [0.837, -4.305, 0.113], [1.161, -3.472, 0.382], [-0.089, -4.247, 0.506], [-2.883, 2.984, 1.592], [-3.605, 3.093, 2.284], [-3.467, 2.689, 0.891], [-1.517, 2.292, -1.010], [-0.719, 1.944, -1.267], [-1.985, 1.688, -0.415], [1.186, 2.571, -0.068], [0.707, 2.459, 0.780], [2.115, 2.596, 0.370], [0.476, -1.589, 3.141], [0.658, -2.226, 3.768], [-0.429, -1.258, 3.248], [0.546, -2.125, 1.423], [-0.207, -2.572, 1.689], [1.250, -2.659, 1.784], [1.352, 1.185, 2.676], [2.041, 0.540, 3.008], [1.484, 1.428, 1.781]], "atomic_forces_ev_per_a": [[-0.398, 3.696, -2.025], [0.367, -2.414, 1.727], [-0.446, -0.795, -0.129], [-0.816, -1.288, 2.548], [-0.293, 1.232, -1.521], [1.110, 0.059, -1.062], [-1.332, 0.155, -0.676], [1.521, -0.155, 0.594], [-0.188, 0.015, 0.108], [-2.416, -2.345, 0.197], [0.492, 1.694, -0.212], [1.847, -0.437, -1.084], [-1.946, 0.060, 1.493], [1.678, -0.006, -0.718], [0.185, -0.002, -0.738], [-3.541, 1.356, 0.865], [2.965, -1.249, -0.834], [0.513, 0.142, -0.187], [2.378, -0.319, 2.504], [-0.752, 0.533, -0.963], [-1.807, 0.163, -1.796], [-1.060, 4.912, 7.156], [0.121, -1.820, 2.963], [0.519, 0.050, 0.484], [3.120, -2.025, -9.605], [-2.065, -1.059, 0.444], [0.175, 0.155, 0.266], [0.557, -0.794, 2.355], [-1.295, 1.103, -1.166], [0.806, -0.617, -0.991]], "nbo_charge": [-0.91, 0.45, 0.45, -0.94, 0.47, 0.47, -0.94, 0.47, 0.47, -0.94, 0.47, 0.44, -0.92, 0.47, 0.46, -0.93, 0.46, 0.47, -0.93, 0.47, 0.47, -0.94, 0.45, 0.48, -0.86, 0.44, 0.44, -0.95, 0.49, 0.45], "total_energy_ev": -20793.6853, "e_above_lowest_kj_mol": 861.4, "e_homo_ev": -8.122, "smiles": "O.O.O.O.O.O.O.O.O.O", "orbital_gap_ev": 8.091}

***

{"formula": "H20O10", "method": "ωB97M-V with the def2-TZVPD basis set", "elements": ["O", "H", "H", "O", "H", "H", "O", "H", "H", "O", "H", "H", "O", "H", "H", "O", "H", "H", "O", "H", "H", "O", "H", "H", "O", "H", "H", "O", "H", "H"], "xyz": [[0.789, -0.823, -0.138], [0.581, -0.593, -1.116], [0.105, -1.438, 0.138], [3.577, -0.766, -1.835], [3.202, -0.675, -2.780], [3.302, -1.557, -1.417], [4.146, 0.707, 0.358], [3.867, 1.413, -0.223], [4.026, -0.202, -0.044], [1.400, 0.808, 3.543], [0.879, 0.493, 4.288], [1.633, -0.067, 3.139], [-4.725, -1.678, 1.728], [-3.870, -1.875, 1.293], [-5.387, -2.070, 1.210], [-1.123, 0.950, -2.346], [-1.833, 0.486, -2.856], [-1.270, 0.491, -1.554], [-2.242, 1.369, 0.941], [-2.104, 2.125, 0.449], [-3.147, 1.331, 1.218], [0.217, 4.077, -0.333], [0.195, 4.300, 0.669], [1.113, 3.769, -0.340], [2.535, -2.711, 0.296], [3.503, -2.643, -0.008], [2.354, -3.645, 0.417], [-4.029, -0.510, -1.915], [-4.249, 0.151, -1.318], [-3.444, -1.216, -1.465]], "atomic_forces_ev_per_a": [[-0.739, 1.038, -2.590], [0.460, -0.555, 2.504], [-0.027, -0.023, -0.091], [0.054, 1.672, -3.097], [0.787, -0.697, 2.574], [-1.241, -1.263, -0.127], [0.456, -1.526, 0.851], [-0.223, -0.566, -0.559], [-0.071, 2.602, 0.181], [0.180, -1.645, -0.293], [-0.148, 0.378, 0.219], [-0.019, 1.333, 0.035], [2.202, 0.815, 0.760], [-0.846, 0.112, 0.399], [-1.337, -0.875, -1.166], [-0.880, -0.317, -2.336], [0.722, 0.898, -0.064], [0.084, -0.549, 2.541], [0.322, -2.930, 1.340], [0.380, 2.624, -1.641], [-0.710, 0.220, 0.191], [-0.501, 0.873, 3.143], [-0.476, -0.380, -2.437], [0.904, -0.543, -0.641], [2.392, 0.301, -0.777], [-2.100, -0.674, 1.134], [0.286, -0.304, -0.048], [2.072, -3.815, -1.260], [-0.355, 1.709, 2.066], [-1.627, 2.085, -0.813]], "nbo_charge": [-0.93, 0.47, 0.46, -0.97, 0.50, 0.47, -0.96, 0.47, 0.49, -0.93, 0.46, 0.47, -0.94, 0.47, 0.47, -0.93, 0.47, 0.46, -0.95, 0.48, 0.47, -0.93, 0.47, 0.47, -0.93, 0.46, 0.47, -0.95, 0.48, 0.47], "total_energy_ev": -20797.7280, "e_above_lowest_kj_mol": 471.3, "e_homo_ev": -10.392, "smiles": "O.O.O.O.O.O.O.O.O.O", "orbital_gap_ev": 10.185}

***

{"formula": "H20O10", "method": "ωB97M-V with the def2-TZVPD basis set", "elements": ["O", "H", "H", "O", "H", "H", "O", "H", "H", "O", "H", "H", "O", "H", "H", "O", "H", "H", "O", "H", "H", "O", "H", "H", "O", "H", "H", "O", "H", "H"], "xyz": [[-1.788, -1.247, 0.129], [-1.207, -0.589, -0.193], [-2.329, -0.951, 0.888], [1.000, 0.385, -3.807], [0.624, 0.530, -3.043], [1.872, 0.783, -4.038], [0.290, 0.428, -0.714], [0.552, -0.111, -0.092], [0.069, 1.207, -0.027], [3.517, -2.030, 1.292], [4.080, -1.692, 0.482], [2.641, -1.616, 1.289], [-2.720, 2.248, 1.776], [-1.826, 2.005, 1.669], [-3.028, 1.816, 2.599], [-0.519, -3.292, 0.877], [-0.675, -2.449, 0.705], [-1.257, -3.906, 1.101], [-1.377, 3.426, -1.019], [-1.856, 4.307, -1.486], [-1.669, 2.819, -1.875], [1.006, -0.963, 1.950], [1.481, -0.689, 2.774], [0.301, -1.404, 2.278], [0.008, 2.592, 1.022], [-0.297, 2.971, 0.114], [0.969, 2.756, 0.945], [1.003, -2.270, -1.751], [0.562, -2.032, -2.463], [0.571, -3.034, -1.381]], "atomic_forces_ev_per_a": [[-2.018, -1.274, 1.143], [0.817, 1.831, -0.616], [0.622, 0.296, -0.876], [3.490, -1.461, -7.807], [-2.034, 1.719, 6.688], [-1.474, -0.326, 1.286], [-3.236, 6.982, -2.592], [3.018, -5.480, 4.724], [0.509, -1.613, -2.138], [2.101, 0.848, -2.040], [-2.209, -0.916, 2.482], [0.202, -0.106, -0.556], [-2.237, -0.130, 0.908], [1.807, -0.273, -0.064], [0.349, 0.428, -0.743], [2.090, -8.122, 2.008], [-2.513, 5.458, -1.384], [0.675, 1.738, -0.541], [-3.756, 1.517, -6.393], [2.160, -3.013, 2.545], [1.450, 1.518, 3.474], [3.993, 2.952, -0.162], [-0.352, -0.139, -1.104], [-3.690, -2.670, 1.337], [0.664, 0.747, -2.197], [0.003, -0.300, 1.939], [-0.470, -0.216, 0.535], [3.547, -1.433, 5.218], [-3.256, 1.822, -5.386], [-0.251, -0.384, 0.313]], "nbo_charge": [-0.97, 0.49, 0.48, -0.97, 0.48, 0.49, -0.97, 0.47, 0.48, -0.98, 0.47, 0.49, -0.95, 0.48, 0.46, -0.98, 0.48, 0.48, -0.97, 0.50, 0.50, -0.95, 0.49, 0.48, -0.98, 0.51, 0.48, -0.94, 0.46, 0.48], "total_energy_ev": -20797.0230, "e_above_lowest_kj_mol": 539.3, "e_homo_ev": -10.563, "smiles": "O.O.O.O.O.O.O.O.O.O", "orbital_gap_ev": 10.429}